No. 1
Here is C18H19NO2Sn as an isolated structure from the Open Molecules 2025 dataset. Energies are from ωB97M-V/def2-TZVPD.

Properties
energy above the lowest of the compared OMol25 structures with the same formula, charge and spin: 0.743 eV
E_HOMO (spin up / spin down): -7.3 / -6.0 eV
lowest unoccupied orbital energy (spin up / spin down): -0.912 / -1.038 eV

The geometry in ORCA input format:
```
! wB97M-V def2-TZVPD RIJCOSX def2/J DEFGRID3
* xyz 0 1
C -1.10 -1.20 -1.60
C 1.45 -2.02 -0.06
C -0.31 -0.99 -2.83
H -2.15 -1.20 -1.96
C 1.91 -0.85 -0.53
H 1.64 -2.26 0.99
H -0.88 -0.66 -3.71
H 2.37 -0.17 0.19
C 1.12 -1.12 -3.00
H 1.33 -0.61 -3.96
H 1.48 -2.15 -3.12
C -0.87 -2.61 -0.99
H -1.32 -3.33 -1.70
H -1.43 -2.70 -0.05
C 0.59 -3.03 -0.75
H 1.03 -3.38 -1.69
H 0.54 -3.90 -0.07
C 2.02 -0.39 -1.94
H 3.06 -0.47 -2.29
H 1.78 0.69 -1.95
Sn -2.67 0.50 1.26
H -1.15 -0.40 -0.75
O 1.19 0.43 2.70
C 0.07 0.77 2.36
O -1.00 -0.04 2.28
C -0.24 2.16 1.91
C 0.52 3.29 2.20
C 0.20 4.48 1.57
C -0.77 4.51 0.54
C -1.05 5.63 -0.29
C -1.94 5.53 -1.34
C -2.63 4.32 -1.59
C -2.45 3.23 -0.75
C -1.53 3.31 0.30
N -1.32 2.21 1.11
H 1.33 3.19 2.92
H 0.73 5.40 1.84
H -0.52 6.56 -0.07
H -2.12 6.39 -1.98
H -3.31 4.25 -2.44
H -3.00 2.30 -0.90
*
```

For reference, the Löwdin charges in units of e are: C -0.258; C -0.099; C -0.096; H 0.099; C -0.125; H 0.108; H 0.097; H 0.101; C -0.230; H 0.110; H 0.108; C -0.190; H 0.111; H 0.101; C -0.206; H 0.094; H 0.108; C -0.179; H 0.114; H 0.110; Sn 1.104; H 0.040; O 0.072; C -0.557; O -0.349; C -0.199; C 0.022; C 0.003; C -0.149; C -0.023; C -0.077; C -0.065; C -0.043; C -0.220; N -0.082; H 0.126; H 0.120; H 0.116; H 0.107; H 0.108; H 0.067

***

No. 2
Here is C18H19NO4 in the gas phase from the Open Molecules 2025 dataset. Energies are from ωB97M-V/def2-TZVPD.

Properties
energy above the lowest of the compared OMol25 structures with the same formula, charge and spin: 6.067 eV
E_HOMO: -8.1 eV
SMILES: COc1ccc([C@H](c2ccc3c(c2)CCO3)[C@@H](C)[N+](=O)[O-])cc1
lowest unoccupied orbital energy: 0.597 eV

The geometry in ORCA input format:
```
! wB97M-V def2-TZVPD RIJCOSX def2/J DEFGRID3
* xyz 0 1
C 2.83 8.35 -1.35
O 1.77 7.84 -0.49
C 2.09 7.00 0.52
C 0.98 6.39 1.19
C 1.25 5.33 2.04
C 2.55 4.77 2.13
C 2.57 3.29 2.68
C 3.96 2.88 3.17
C 5.10 2.97 2.33
C 6.30 2.33 2.60
C 6.39 1.68 3.84
C 5.32 1.65 4.75
C 4.10 2.28 4.44
C 5.72 0.75 5.90
C 7.15 0.34 5.54
O 7.45 0.90 4.23
C 2.04 2.16 1.88
C 1.80 0.74 2.49
N 0.64 2.59 1.42
O 0.54 3.21 0.37
O -0.25 2.26 2.19
C 3.65 5.56 1.71
C 3.45 6.62 0.79
H 2.32 8.99 -2.07
H 3.56 8.92 -0.76
H 3.37 7.54 -1.86
H -0.05 6.68 0.98
H 0.43 4.93 2.67
H 1.82 3.20 3.51
H 5.00 3.52 1.40
H 7.16 2.34 1.93
H 3.29 2.25 5.19
H 5.69 1.24 6.89
H 5.09 -0.16 5.98
H 7.31 -0.75 5.47
H 7.89 0.78 6.23
H 2.58 2.05 0.90
H 2.77 0.21 2.43
H 1.58 0.90 3.57
H 1.06 0.06 1.97
H 4.72 5.38 1.98
H 4.30 7.16 0.32
*
```

For reference, the Löwdin charges in units of e are: C -0.063; O -0.103; C -0.260; C 0.010; C -0.067; C -0.137; C -0.196; C -0.178; C -0.053; C 0.021; C -0.230; C -0.144; C 0.026; C -0.104; C -0.135; O -0.033; C -0.243; C -0.027; N -0.378; O 0.087; O 0.057; C -0.032; C -0.011; H 0.091; H 0.086; H 0.096; H 0.124; H 0.127; H 0.154; H 0.102; H 0.120; H 0.133; H 0.122; H 0.123; H 0.123; H 0.124; H 0.168; H 0.083; H 0.090; H 0.109; H 0.111; H 0.105

***

No. 3
Here is a 2-piece molecular cluster, C18H20BF6NO2S overall from the Open Molecules 2025 dataset. Energies are from ωB97M-V/def2-TZVPD.

Properties
energy above the lowest of the compared OMol25 structures with the same formula, charge and spin: 0.000 eV
E_HOMO: -7.0 eV
lowest unoccupied orbital energy: -0.306 eV

The geometry in ORCA input format:
```
! wB97M-V def2-TZVPD RIJCOSX def2/J DEFGRID3
* xyz 0 1
C -1.11 -1.83 -2.95
N -0.29 -2.14 -1.76
C 1.09 -2.59 -2.10
C -0.52 -1.36 -0.56
H -1.30 -2.73 -3.52
H -2.06 -1.39 -2.64
H -0.57 -1.13 -3.61
H 1.04 -3.63 -2.45
H 1.49 -1.99 -2.93
H 1.74 -2.53 -1.23
H 0.35 -1.22 0.06
H -1.22 -0.53 -0.68
C -0.73 1.12 5.45
C -0.76 1.24 3.98
C -1.78 1.78 3.22
C -1.56 1.68 1.82
C -0.26 1.30 1.50
B -0.98 -3.13 -0.72
C 0.50 1.72 0.34
C 1.88 1.42 0.25
C 2.59 1.82 -0.86
C 4.06 1.55 -0.95
F 4.76 2.69 -1.26
F 4.58 1.07 0.22
F 4.35 0.63 -1.92
C 1.98 2.51 -1.91
C 0.63 2.80 -1.82
C -0.07 3.52 -2.95
F -0.75 2.64 -3.77
F -1.01 4.41 -2.48
F 0.79 4.22 -3.74
C -0.10 2.45 -0.70
O -0.19 -3.82 0.19
C -1.09 -3.84 1.35
C -2.50 -3.44 0.81
O -2.36 -3.32 -0.65
S 0.53 0.70 2.96
H -1.56 1.70 5.87
H -0.83 0.08 5.76
H 0.21 1.51 5.85
H -2.65 2.26 3.67
H -2.27 1.97 1.07
H 2.37 0.87 1.05
H 2.55 2.81 -2.78
H -1.15 2.72 -0.63
H -1.08 -4.84 1.80
H -0.74 -3.10 2.09
H -3.22 -4.22 1.10
H -2.79 -2.44 1.19
*
```

For reference, the Löwdin charges in units of e are: C 0.006; N -0.243; C 0.011; C -0.009; H 0.106; H 0.105; H 0.097; H 0.109; H 0.095; H 0.104; H 0.076; H 0.084; C -0.108; C -0.586; C -0.119; C -0.098; C -0.466; B -0.859; C -0.216; C 0.026; C -0.103; C -0.511; F 0.120; F 0.120; F 0.116; C 0.055; C -0.102; C -0.505; F 0.112; F 0.116; F 0.122; C 0.057; O 0.046; C -0.110; C -0.108; O 0.058; S 1.085; H 0.084; H 0.084; H 0.078; H 0.113; H 0.107; H 0.104; H 0.138; H 0.125; H 0.120; H 0.120; H 0.121; H 0.125

***

No. 4
Here is C18H20BrN5O5PtS as an isolated structure from the Open Molecules 2025 dataset. Energies are from ωB97M-V/def2-TZVPD.

Properties
energy above the lowest of the compared OMol25 structures with the same formula, charge and spin: 0.472 eV
E_HOMO (spin up / spin down): -13.5 / -13.5 eV
lowest unoccupied orbital energy (spin up / spin down): -7.351 / -8.936 eV

The geometry in ORCA input format:
```
! wB97M-V def2-TZVPD RIJCOSX def2/J DEFGRID3
* xyz 2 5
Pt -1.93 -1.10 0.48
O -1.76 1.14 -3.01
C -0.58 0.80 -3.63
C -0.14 1.57 -4.69
C 1.00 1.19 -5.38
C 1.68 0.03 -5.04
C 1.23 -0.74 -3.97
C 0.11 -0.35 -3.25
C -0.28 -1.12 -2.01
O -1.58 -1.05 -1.64
N 0.63 -0.54 -0.88
N 0.24 -0.52 0.35
C 1.10 -0.17 1.31
C 0.74 -0.06 2.66
Br -1.07 -0.14 3.21
C 1.66 0.21 3.68
C 3.06 0.00 3.67
C 3.81 0.70 4.65
C 5.18 0.58 4.69
C 5.82 -0.27 3.79
C 5.09 -1.01 2.86
C 3.73 -0.89 2.80
H -2.11 0.27 -2.70
H -0.71 2.44 -4.99
H 1.34 1.79 -6.21
H 2.55 -0.28 -5.60
H 1.75 -1.66 -3.71
H 0.11 -2.15 -2.07
H 1.58 -0.27 -1.12
H 2.12 0.07 1.03
H 1.24 0.62 4.59
H 3.30 1.35 5.35
H 5.75 1.14 5.42
H 6.90 -0.38 3.84
H 5.61 -1.71 2.21
H 3.16 -1.53 2.14
C -6.49 1.57 -0.44
O -5.88 0.34 0.00
C -4.60 0.24 0.17
O -4.13 -0.85 0.54
N -3.81 1.32 -0.04
N -2.43 1.21 0.18
H -7.55 1.36 -0.51
H -6.12 1.85 -1.43
H -6.33 2.36 0.29
H -4.18 2.21 -0.34
H -2.17 1.77 0.98
H -1.93 1.53 -0.66
O -0.86 -5.32 0.70
S -2.03 -4.52 0.89
N -1.82 -3.02 0.85
*
```

For reference, the Löwdin charges in units of e are: Pt 1.177; O 0.022; C -0.259; C 0.012; C -0.045; C -0.063; C -0.036; C -0.131; C -0.350; O -0.282; N 0.118; N -0.085; C -0.136; C -0.586; Br 0.886; C -0.027; C -0.197; C 0.018; C -0.023; C 0.005; C -0.029; C -0.011; H 0.079; H 0.129; H 0.119; H 0.114; H 0.120; H 0.159; H 0.177; H 0.140; H 0.120; H 0.131; H 0.127; H 0.129; H 0.124; H 0.118; C 0.009; O 0.052; C -0.547; O -0.046; N 0.057; N -0.002; H 0.113; H 0.109; H 0.107; H 0.154; H 0.100; H 0.104; O -0.430; S 0.921; N -0.467

***

No. 5
Here is a 2-piece molecular cluster, C18H20BrN5O5S3 overall from the Open Molecules 2025 dataset. Energies are from ωB97M-V/def2-TZVPD.

Properties
E_HOMO: -8.9 eV
SMILES: O=C(Nc1ncc(Br)s1)NS(=O)(=O)c1csc2ccccc12.CNC(=O)[C@H](C)NC(C)=O
lowest unoccupied orbital energy: 0.019 eV

The geometry in ORCA input format:
```
! wB97M-V def2-TZVPD RIJCOSX def2/J DEFGRID3
* xyz 0 1
O -3.25 0.86 -2.42
C -3.37 0.58 -1.24
N -3.77 -0.66 -0.84
C -4.23 -1.66 -1.67
N -4.55 -2.75 -1.03
C -5.03 -3.70 -1.93
C -5.05 -3.31 -3.25
Br -5.66 -4.38 -4.71
S -4.46 -1.69 -3.42
N -2.97 1.44 -0.27
S -2.93 3.07 -0.67
O -2.79 3.77 0.61
O -4.17 3.46 -1.36
C -1.45 3.30 -1.71
C -1.51 3.35 -3.08
S 0.06 3.59 -3.84
C 0.82 3.63 -2.26
C 2.19 3.80 -1.99
C 2.63 3.82 -0.66
C 1.72 3.66 0.39
C 0.36 3.48 0.11
C -0.09 3.46 -1.21
H -3.72 -0.90 0.14
H -5.36 -4.69 -1.62
H -3.36 1.29 0.64
H -2.44 3.23 -3.65
H 2.89 3.94 -2.81
H 3.69 3.96 -0.45
H 2.06 3.68 1.42
H -0.33 3.36 0.94
C 1.00 -2.89 4.52
N 1.89 -2.41 3.47
C 2.03 -1.12 3.12
O 1.39 -0.23 3.67
C 3.02 -0.80 1.97
C 2.97 0.67 1.52
N 2.86 -1.64 0.78
C 3.23 -2.91 0.69
C 3.00 -3.60 -0.64
O 3.73 -3.53 1.62
H -0.03 -2.90 4.15
H 1.28 -3.90 4.82
H 1.05 -2.23 5.39
H 2.48 -3.08 2.99
H 4.02 -0.98 2.37
H 1.98 0.89 1.12
H 3.16 1.32 2.38
H 3.73 0.86 0.76
H 2.44 -1.21 -0.03
H 3.62 -3.13 -1.40
H 1.95 -3.51 -0.91
H 3.26 -4.65 -0.54
*
```

For reference, the Löwdin charges in units of e are: O 0.046; C -0.587; N 0.121; C -0.583; N 0.045; C -0.263; C -1.029; Br 0.677; S 1.043; N 0.006; S 0.751; O -0.306; O -0.284; C -0.287; C -0.335; S 1.053; C -0.472; C -0.082; C -0.081; C -0.085; C -0.014; C -0.243; H 0.156; H 0.106; H 0.132; H 0.091; H 0.107; H 0.105; H 0.107; H 0.108; C -0.054; N 0.025; C -0.449; O 0.040; C -0.241; C -0.050; N 0.101; C -0.549; C 0.006; O 0.029; H 0.082; H 0.084; H 0.084; H 0.095; H 0.152; H 0.075; H 0.087; H 0.084; H 0.144; H 0.084; H 0.083; H 0.087